Below is a 9-piece molecular cluster, C24H70N4O12 overall in a non-equilibrium geometry, with properties calculated with ωB97M-V/def2-TZVPD.

```
110
Properties=species:S:1:pos:R:3:forces:R:3
C 2.04466 -5.20689 -3.83964 -0.23 -0.01 -1.07
O 0.72046 -4.75898 -4.24531 0.73 0.00 0.83
H 2.29036 -4.98285 -2.80159 -0.69 -0.10 0.08
H 2.11090 -6.27190 -4.06203 0.03 -0.12 0.43
H 2.86049 -4.75315 -4.40236 -0.19 0.33 -0.29
H 0.73337 -4.37455 -5.12489 0.34 -0.07 0.04
C 2.62852 2.59578 -5.91603 0.08 0.54 -0.99
O 2.54795 2.28891 -4.56005 -0.36 -0.53 0.78
H 3.04366 3.59841 -6.01853 -0.06 0.13 -0.33
H 3.25333 1.91120 -6.48967 0.12 -0.20 0.24
H 1.62473 2.55183 -6.33862 0.09 0.21 -0.42
H 1.60088 2.32639 -4.40760 0.14 -0.18 0.77
C 1.61983 6.13515 -0.86845 0.09 -1.07 -0.19
C 0.30678 6.89308 -0.78254 0.02 -1.24 0.42
C -0.80896 5.88454 -0.36513 1.64 0.87 -0.58
O -2.05632 6.47806 -0.44333 -1.55 -0.33 2.02
C -2.98297 5.57790 0.23111 -0.53 0.90 -0.88
N 0.52490 7.98621 0.20531 -0.71 -0.46 -0.79
H 2.49494 6.68468 -1.21531 -0.29 0.38 -0.16
H 1.52450 5.24656 -1.49248 0.06 -0.02 -0.25
H 1.88998 5.75451 0.11656 -0.05 -0.01 0.23
H -0.03590 7.12564 -1.79080 0.29 1.22 -0.01
H -0.55493 5.55865 0.64352 -0.18 -0.40 0.27
H -0.85501 5.06007 -1.07662 0.69 -0.53 0.09
H -2.70822 5.21281 1.22073 0.80 0.12 -0.04
H -3.15898 4.73101 -0.43214 -0.10 -0.21 0.09
H -3.91982 6.10384 0.41491 0.01 0.14 -0.44
H 1.49242 7.90833 0.48450 0.15 0.29 0.00
H 0.01494 7.71574 1.03410 -0.34 0.30 0.22
C 5.35722 -1.73987 -1.88332 0.65 -0.63 -0.53
C 6.38049 -0.90167 -2.57604 0.43 1.41 -1.63
C 6.45181 -1.09943 -4.12528 -0.59 -0.23 0.59
O 6.46408 -2.43849 -4.45292 0.27 -1.74 -0.29
C 7.75362 -3.01538 -4.35338 -0.23 -0.37 -0.62
N 6.02024 0.48267 -2.36283 -0.07 1.20 0.07
H 5.63219 -2.76275 -2.14065 -0.39 -0.29 0.56
H 4.36192 -1.54282 -2.28162 -0.10 0.07 0.20
H 5.46020 -1.49920 -0.82522 -0.42 -0.37 0.02
H 7.36344 -1.05060 -2.12912 0.08 -0.17 0.02
H 7.25533 -0.60862 -4.67442 0.60 0.46 0.57
H 5.55851 -0.69303 -4.59958 -0.41 0.09 0.31
H 8.35371 -2.66566 -5.19343 0.37 0.23 0.07
H 7.66601 -4.09333 -4.48919 -0.21 0.01 0.13
H 8.26128 -2.83313 -3.40619 -0.06 0.20 0.09
H 6.58041 1.07908 -2.95495 0.77 0.25 0.18
H 5.13623 0.63258 -2.82776 -0.76 -0.10 0.29
C 5.84316 1.93508 4.60418 -1.34 -0.10 1.05
C 5.35682 1.31784 3.29825 1.43 0.90 -1.20
C 3.84883 1.28674 2.94512 0.24 -1.36 1.97
O 3.16181 0.82337 4.16451 1.59 0.07 -1.41
C 1.77608 0.78860 4.05051 -0.23 0.62 0.59
N 6.08016 2.04352 2.19787 -0.27 0.18 0.36
H 5.36992 2.89035 4.83134 0.31 0.29 -0.32
H 6.92368 1.97381 4.74227 0.06 0.23 -0.67
H 5.53140 1.31225 5.44262 -0.24 -0.25 -0.04
H 5.75967 0.30614 3.34598 -0.59 -0.49 -0.15
H 3.76793 0.51233 2.18234 -0.29 -0.18 -0.18
H 3.37948 2.17668 2.52580 0.37 0.48 0.39
H 1.43931 1.81208 4.21540 -0.61 0.19 -0.40
H 1.38527 0.21538 4.89122 0.02 -0.25 -0.16
H 1.41700 0.38693 3.10298 -0.05 -0.06 -0.08
H 5.97690 1.67328 1.26387 -0.50 -0.36 -0.05
H 7.07547 1.99664 2.36296 0.10 0.09 0.25
C -5.30569 -5.38575 2.57387 0.03 -1.71 -0.78
C -5.59978 -4.16858 3.33107 0.77 -0.15 -0.25
C -6.35701 -4.42303 4.60118 -1.44 0.34 0.51
O -7.61706 -5.09357 4.35954 1.38 0.31 -0.18
C -8.46884 -5.20394 5.46324 -0.72 -0.27 -0.08
N -4.27035 -3.61024 3.62641 -0.70 0.85 0.19
H -4.48341 -5.17090 1.89137 -0.10 -0.13 -0.25
H -6.19380 -5.64695 1.99841 0.15 -0.59 0.03
H -4.96245 -6.18305 3.23311 -0.17 -0.25 -0.12
H -6.06867 -3.57379 2.54719 -0.96 0.77 0.76
H -6.52718 -3.46299 5.08848 -0.38 0.36 0.12
H -5.78711 -4.98326 5.34244 0.41 -0.37 -0.29
H -8.08431 -5.61959 6.39462 0.86 0.05 -0.01
H -9.22717 -5.92961 5.16922 -0.24 0.23 -0.11
H -8.94099 -4.25163 5.70466 -0.10 0.19 0.01
H -4.45001 -2.71149 4.05075 0.29 0.43 0.62
H -4.01746 -3.31309 2.69482 0.94 0.00 -0.18
C -0.20849 0.44871 -0.89097 -1.19 -0.37 0.13
C -0.13489 -1.07495 -0.67150 -0.86 0.23 -1.16
O -1.30962 -1.55152 0.00757 0.86 0.16 0.44
O -1.16100 0.83887 -1.89624 0.78 -0.17 -1.03
H 0.77294 0.84318 -1.15420 -0.17 0.15 -0.14
H -0.65485 0.97112 -0.04483 0.96 -0.36 0.91
H 0.82353 -1.42473 -0.28785 -0.32 0.23 1.17
H -0.10803 -1.58931 -1.63214 -0.10 0.34 -0.56
H -1.99229 -1.73074 -0.64316 -0.03 -0.10 -0.10
H -2.00034 0.38701 -1.78258 -0.11 -0.14 0.27
C -4.79673 -1.46158 -3.58244 -1.75 0.10 1.12
C -3.87435 -2.65146 -3.46664 0.68 1.34 -1.20
O -4.02327 -3.32255 -2.26208 -0.15 -0.15 0.86
O -4.59941 -0.49058 -2.52749 0.68 -0.53 -0.34
H -5.79893 -1.86308 -3.43245 -0.35 -0.12 -0.05
H -4.85203 -0.92063 -4.52711 0.74 -0.49 -0.35
H -2.87306 -2.23586 -3.57985 0.51 -0.23 0.01
H -4.05584 -3.34918 -4.28417 -0.11 0.23 -0.39
H -3.42917 -4.07433 -2.32103 -0.02 -0.18 0.31
H -5.19664 0.23561 -2.72132 0.01 0.08 0.12
C -3.98209 1.54532 3.43087 -1.30 0.67 -2.07
C -4.94376 1.08151 2.27975 0.22 0.20 0.81
O -6.11064 1.87539 2.27782 -0.32 0.83 -0.72
O -3.73343 0.50549 4.28579 0.58 -0.86 1.56
H -4.44905 2.35404 3.99303 -0.39 0.22 -0.32
H -3.10501 1.99988 2.97023 0.52 -0.29 0.07
H -5.32283 0.06204 2.35119 0.84 -0.40 0.48
H -4.39178 1.13945 1.34164 -0.49 0.39 -0.25
H -6.67858 1.57366 2.99057 0.02 -0.03 0.00
H -3.84548 0.92802 5.14049 0.32 -0.76 0.41
```
Positions in Å, forces in eV/Å.

Summary:
HOMO level in Ha: -0.3316
Frontier orbital gap in eV: 9.3
SMILES: COC[C@H](C)N.COC[C@H](C)N.COC[C@H](C)N.COC[C@H](C)N.OCCO.OCCO.OCCO.CO.CO

Mulliken atomic charge list, values in e, 5 entries: -0.465, -0.498, 0.210, 0.262, 0.199


Below is C24H70O11 as an isolated structure in a non-equilibrium geometry, with properties calculated with ωB97M-V/def2-TZVPD.

```
105
Properties=species:S:1:pos:R:3:forces:R:3
C 2.76271 -9.74812 -10.21158 -0.26 1.71 0.18
C 2.68831 -8.28731 -10.72969 -1.66 -0.95 0.53
O 3.05128 -8.27649 -12.08282 3.84 2.40 6.11
H 2.23061 -9.74955 -9.26028 0.08 -0.16 0.15
H 3.81151 -9.97532 -10.02053 -0.18 -0.65 -0.32
H 2.19409 -10.36287 -10.90933 0.83 -0.39 0.28
H 3.20064 -7.61624 -10.04027 0.63 0.20 -0.45
H 1.64736 -7.96457 -10.74882 -0.11 -0.07 0.64
H 2.64414 -7.58402 -12.60849 0.05 -1.06 1.27
C 3.26358 -8.62397 -16.45517 -1.01 1.57 -0.86
C 2.43124 -7.76539 -17.35410 0.52 -0.17 -2.49
O 2.02332 -8.44045 -18.54187 -0.78 -1.48 -1.11
H 4.18125 -8.96635 -16.93346 -0.46 -0.38 -0.10
H 2.53417 -9.36104 -16.11933 1.41 -0.09 -0.33
H 3.62486 -7.97111 -15.66059 -0.47 -0.66 -0.51
H 3.04226 -7.00216 -17.83603 -0.25 1.30 1.20
H 1.41523 -7.53712 -17.03204 0.76 1.08 0.88
H 2.74192 -8.52531 -19.17275 0.15 -0.06 0.18
C -1.74233 -5.88559 -11.58142 1.25 -1.54 0.87
C -1.56812 -7.38833 -12.05085 -2.85 2.13 0.21
O -0.94660 -8.15878 -11.05291 0.74 0.51 -0.45
H -2.32581 -5.21330 -12.21046 -0.64 -0.91 0.40
H -0.77471 -5.38526 -11.54294 -0.09 -0.50 0.41
H -2.07796 -5.97528 -10.54827 -0.43 0.45 -0.10
H -1.24591 -7.34737 -13.09133 1.06 -0.66 -0.16
H -2.58457 -7.76283 -12.17202 -0.27 -0.12 -0.06
H -0.92907 -9.07232 -11.34743 -0.03 -0.21 -0.03
C 5.79890 -8.62246 -12.72076 0.64 -0.15 0.55
C 5.16123 -8.29619 -14.06958 -0.24 -3.07 -0.58
O 4.71893 -9.51937 -14.76643 8.00 1.72 -3.65
H 6.73105 -9.17210 -12.85151 -0.04 -0.27 -0.12
H 5.17460 -9.15032 -11.99985 -0.10 -0.42 -0.63
H 6.08698 -7.76392 -12.11410 -0.12 0.34 -0.22
H 5.84142 -7.84880 -14.79435 0.15 -0.52 0.68
H 4.33115 -7.60123 -13.94274 2.53 -2.30 0.62
H 3.85296 -9.81351 -14.47455 1.24 0.04 -0.03
C -1.14291 -8.12243 -16.72243 0.11 -1.20 -1.02
C -0.16961 -8.78740 -15.79093 0.73 1.04 -1.42
O -0.74306 -9.61457 -14.86456 -1.95 -0.68 -0.25
H -0.60732 -7.40467 -17.34377 0.21 -0.59 -0.23
H -1.89224 -7.50860 -16.22262 0.19 -2.61 -0.80
H -1.55773 -8.86208 -17.40723 -0.26 -0.11 0.06
H 0.44228 -8.04930 -15.27239 -0.59 -0.11 -0.20
H 0.52339 -9.40573 -16.36147 0.24 0.36 -0.39
H -0.82649 -10.43192 -15.36113 -0.47 -0.46 0.50
C 7.09266 -5.87202 -13.75453 0.02 0.85 0.42
C 6.02128 -5.59947 -14.81738 0.02 -1.86 -0.20
O 6.23955 -4.49221 -15.61500 0.45 1.86 -0.55
H 7.01559 -6.85057 -13.28061 0.17 0.27 -0.71
H 7.01408 -5.18575 -12.91135 -0.32 0.33 -0.03
H 8.11156 -5.69412 -14.09846 -0.07 -0.28 -0.51
H 4.99829 -5.60503 -14.44117 0.98 0.42 0.36
H 5.95915 -6.43215 -15.51802 0.43 -0.15 0.06
H 6.08991 -4.76039 -16.52456 0.08 0.24 0.09
C 0.95194 -10.28046 -13.03139 -1.25 -0.66 -0.01
C 1.94062 -9.68707 -14.07054 -0.23 -1.26 2.15
O 3.23699 -9.76060 -13.48415 -6.65 -5.58 -0.40
H -0.09460 -10.27929 -13.33611 0.60 -0.03 0.05
H 0.86091 -9.83915 -12.03889 0.89 0.51 -0.23
H 1.13625 -11.33824 -12.84371 0.63 -0.06 -0.10
H 1.73788 -8.67442 -14.41917 0.01 -0.42 0.61
H 2.00524 -10.26224 -14.99418 -0.62 -0.66 0.56
H 3.15774 -9.22352 -12.69240 0.51 -0.16 1.16
C -0.50362 -2.80786 -12.42745 0.54 2.11 1.64
C 0.65369 -2.11314 -13.16041 -2.30 -0.14 -1.04
O 1.77368 -2.10712 -12.39786 2.26 -0.02 1.23
H -0.73640 -2.15818 -11.58375 0.16 -0.21 0.48
H -0.21345 -3.81055 -12.11360 -0.47 1.25 0.37
H -1.40664 -2.87741 -13.03395 1.35 1.44 2.80
H 0.42024 -1.09032 -13.45613 -0.60 0.23 0.00
H 0.92756 -2.62220 -14.08449 -0.43 0.17 -0.38
H 2.43318 -1.93635 -13.07423 0.89 0.10 0.65
C 4.35627 -5.17822 -11.58602 1.16 2.59 0.73
C 4.76066 -3.90092 -10.70520 -1.12 -2.03 -1.04
O 5.91773 -3.41618 -11.36454 -0.06 0.31 0.55
H 5.12947 -5.94411 -11.64676 -0.25 -0.32 0.86
H 4.46616 -4.77485 -12.59266 -0.23 0.40 0.34
H 3.32653 -5.52335 -11.49317 0.33 0.14 0.68
H 4.88700 -4.07219 -9.63618 0.49 -0.41 0.01
H 3.89710 -3.23731 -10.74972 0.08 0.47 -0.35
H 6.36744 -2.82573 -10.75567 0.16 0.15 -0.09
C 0.83023 -5.09696 -13.30012 1.40 -1.15 -1.64
C 1.63245 -6.38670 -13.70101 -0.70 1.80 0.18
C 3.20043 -6.29642 -13.80320 -3.50 1.62 -0.29
O 1.31443 -7.30942 -12.68712 -3.56 1.61 -0.40
H 1.07913 -4.66103 -12.33259 0.77 -0.84 -0.18
H -0.24057 -5.29703 -13.33820 0.73 -0.63 0.18
H 0.90780 -4.28879 -14.02741 0.90 -0.74 0.07
H 1.22426 -6.87717 -14.58470 0.33 1.11 -0.53
H 3.61687 -6.55415 -12.82942 0.15 0.45 -1.13
H 3.47958 -5.25759 -13.97929 -0.54 -0.37 -0.47
H 3.55955 -7.01778 -14.53722 -1.59 2.03 -0.36
H 0.37667 -7.51224 -12.71980 0.02 -0.02 0.11
C -1.47411 -5.82150 -15.92571 0.17 2.34 1.17
C -1.88897 -4.40874 -15.66324 -0.32 0.57 0.94
C -1.50652 -3.83690 -14.31959 -1.07 -0.06 -2.39
O -1.24016 -3.54520 -16.55873 0.26 0.27 -0.90
H -0.43015 -5.95630 -15.64272 0.17 0.09 -0.17
H -1.54529 -6.03677 -16.99187 -0.52 0.56 0.48
H -2.02195 -6.50609 -15.27818 -0.34 0.80 0.08
H -2.96677 -4.29931 -15.78348 -0.34 -0.18 -0.12
H -1.82406 -4.35321 -13.41367 0.06 -0.31 -1.23
H -1.87960 -2.82220 -14.18068 -1.31 -0.23 -1.80
H -0.44903 -3.57269 -14.31892 -1.05 -0.91 -0.61
H -1.35098 -3.96388 -17.41549 0.18 0.33 -0.41
```
Positions in Å, forces in eV/Å.

Summary:
HOMO level in Ha: -0.2798
Frontier orbital gap in eV: 7.9

Mulliken atomic charge list, values in e, 5 entries: -1.601, -0.247, 0.595, 0.461, 0.358


In the order shown, the computed calculated total energy values come out to -56545.3771, -48524.9507 eV.
In the order shown, the computed energy relative to the best compared isomer or geometry (same formula, charge and spin) values come out to 1.260, 20.771 eV.
In the order shown, the computed LUMO level values come out to 0.29, 0.32 eV.